{
  "formula": "C5H11O2",
  "method": "wB97M-V/def2-TZVPD",
  "symbols": ["C", "C", "C", "H", "H", "H", "H", "H", "H", "H", "H", "C", "C", "O", "O", "H", "H", "H"],
  "positions_angstrom": [[-1.31, 0.74, -0.75], [-0.92, 2.23, -0.85], [-1.05, 0.13, 0.60], [-2.38, 0.77, -0.95], [-0.95, 0.19, -1.61], [-0.78, 2.52, -1.90], [0.04, 2.41, -0.37], [-0.15, 0.54, 1.06], [-1.80, 0.34, 1.37], [-1.73, 2.87, -0.49], [-0.97, -0.96, 0.52], [1.95, -1.26, 0.01], [1.42, -2.18, 1.15], [2.06, -2.12, 2.22], [0.43, -2.89, 0.86], [2.56, -1.91, -0.63], [2.50, -0.40, 0.37], [1.08, -1.00, -0.61]],
  "total_charge": -1,
  "e_above_lowest_kj_mol": 35.6,
  "orbital_gap_ev": 7.491,
  "total_energy_ev": -9459.6602,
  "largest_force_ev_per_a": 1.8,
  "homo_ev": -3.8
}